(1)
{
  "formula": "C3H5NOS",
  "method": "ωB97M-V with the def2-TZVPD basis set",
  "symbols": ["C", "H", "H", "C", "C", "H", "O", "S", "H", "N", "H"],
  "xyz": [[2.726, -2.565, -1.905], [-2.162, 1.478, 0.274], [-1.094, 1.613, -1.175], [-0.402, 0.193, 0.489], [-1.050, 1.526, -0.123], [1.905, -3.226, -3.476], [3.163, -1.958, -1.021], [0.045, -1.159, -0.226], [-0.351, 0.327, 1.633], [2.501, -3.353, -2.753], [-0.521, 2.292, 0.313]],
  "forces_ev_per_angstrom": [[1.532, 1.053, 1.943], [2.162, 0.411, -0.632], [0.221, -0.261, -1.106], [-1.127, 2.223, 0.742], [-2.276, -4.065, 1.736], [-2.118, 0.240, -2.615], [-0.195, 0.746, 0.573], [0.017, 0.017, -0.080], [0.081, -0.425, -1.653], [0.819, -2.033, 0.089], [0.885, 2.092, 1.003]],
  "orbital_gap_ev": 8.75,
  "lumo_ev": 0.013,
  "de_lowest_kj_mol": 175.1,
  "smiles": "N=C=O.CC=S"
}


(2)
{
  "formula": "CH2F3GaO4S",
  "method": "ωB97M-V with the def2-TZVPD basis set",
  "symbols": ["O", "F", "O", "S", "O", "Ga", "O", "H", "C", "H", "F", "F"],
  "xyz": [[1.210, -0.119, 0.948], [-0.700, -0.797, -2.263], [-0.493, 1.266, 1.632], [-0.177, 0.305, 0.097], [-1.471, -0.416, 0.429], [-2.176, 0.549, 1.834], [-0.047, 1.510, -0.739], [0.173, 1.993, 1.721], [0.205, -0.920, -1.301], [1.865, -0.516, 0.354], [0.201, -2.183, -0.880], [1.409, -0.673, -1.833]],
  "forces_ev_per_angstrom": [[-2.249, 0.587, -0.316], [-0.014, 0.243, 0.444], [0.732, 0.975, 0.524], [5.253, 0.826, -3.981], [-0.682, -0.377, 0.413], [-0.991, 0.277, 0.937], [-0.801, -1.772, 1.990], [-0.877, -0.450, 0.210], [-0.164, -0.648, -0.879], [0.027, -0.134, -0.334], [-0.024, 0.198, 0.360], [-0.210, 0.276, 0.631]],
  "orbital_gap_ev": [10.20, 6.75],
  "lumo_ev": [-5.331, -8.943],
  "spin_multiplicity": 2,
  "de_lowest_kj_mol": 0.0,
  "total_charge": 1,
  "s_squared": 0.752
}


(3)
{
  "formula": "C6H11ClF3O2ScZr",
  "method": "ωB97M-V with the def2-TZVPD basis set",
  "symbols": ["F", "C", "H", "C", "H", "H", "Sc", "O", "H", "C", "F", "C", "H", "C", "O", "H", "F", "H", "H", "Zr", "C", "Cl", "H", "H", "H"],
  "xyz": [[2.206, 1.462, 4.831], [-0.747, -0.034, -4.632], [3.489, 0.112, -3.246], [1.232, 1.245, 2.585], [-1.157, -1.067, -4.678], [-2.963, 0.454, 1.245], [-0.417, 1.653, 0.846], [0.246, 1.968, 2.883], [2.560, 0.924, -4.593], [2.609, 0.736, -3.491], [2.040, -0.494, 3.801], [0.840, -2.222, -2.064], [-1.602, 0.672, -4.506], [-1.903, 0.098, 1.227], [1.375, 0.660, 1.455], [-1.746, -0.604, 2.040], [3.554, 1.017, 3.170], [-0.215, 0.201, -5.585], [-1.830, -0.501, 0.307], [0.667, -0.255, -2.856], [2.305, 0.832, 3.645], [-1.310, 3.436, -0.821], [1.575, -2.325, -1.173], [0.005, -2.965, -2.291], [2.740, 1.734, -3.000]],
  "forces_ev_per_angstrom": [[-0.087, -0.592, -1.119], [0.101, -0.253, 0.367], [-0.246, 0.400, -0.239], [0.415, -0.625, 0.259], [-0.002, 0.438, -0.298], [0.812, -0.075, 0.106], [-1.460, 0.497, 0.219], [0.547, -0.077, -0.844], [0.068, -0.197, 0.738], [0.013, 0.075, 0.334], [0.721, 0.867, 0.353], [-0.714, 2.573, 0.241], [0.555, -0.442, -0.082], [-0.355, 0.756, -0.705], [-0.563, 1.217, 0.293], [0.155, 0.073, 0.249], [-0.956, -0.333, 0.372], [-0.400, -0.212, 0.666], [0.038, -0.118, -0.134], [0.262, -1.627, -0.691], [-0.155, -0.123, 0.087], [0.933, -1.607, 1.108], [-1.134, -0.535, -1.613], [1.460, 0.511, 0.651], [-0.010, -0.590, -0.318]],
  "orbital_gap_ev": [5.20, 5.20],
  "lumo_ev": [-2.264, -2.263]
}


(4)
{
  "formula": "C4H13N2O2",
  "method": "ωB97M-V with the def2-TZVPD basis set",
  "symbols": ["O", "H", "H", "C", "H", "C", "H", "H", "H", "H", "H", "N", "C", "H", "H", "N", "C", "H", "H", "H", "O"],
  "xyz": [[1.604, 0.141, 1.464], [-0.468, -0.778, 1.885], [0.384, -1.044, -1.429], [-0.738, -0.002, 0.001], [-0.903, 1.644, 1.130], [-1.151, 1.409, 0.102], [2.302, -0.959, -1.334], [-0.730, 2.009, -0.629], [-2.249, 1.491, 0.042], [-1.369, -1.458, -1.424], [-2.074, -0.260, 1.502], [1.492, -1.032, -0.694], [1.318, 0.109, 0.091], [2.231, 1.735, -0.188], [1.532, -1.903, -0.222], [-0.751, -0.668, -1.353], [-1.216, -0.844, 1.116], [-1.075, -0.026, -2.100], [1.784, 0.970, 1.852], [-1.451, -1.804, 0.789], [1.528, 1.271, -0.600]],
  "forces_ev_per_angstrom": [[0.242, -3.033, -2.206], [0.280, -0.560, 0.561], [-0.844, 0.600, 0.283], [3.841, -0.424, -1.536], [0.241, 0.769, 0.049], [-1.836, -1.259, 0.794], [-0.262, -0.123, 0.536], [0.983, 1.451, -1.066], [0.195, 0.032, -0.022], [-0.412, -0.473, 0.247], [-0.058, -1.092, 0.106], [3.542, -0.048, -1.183], [-5.614, 1.694, 1.705], [1.355, 1.035, 0.370], [0.146, -0.859, 0.917], [-1.379, 1.436, -0.310], [-0.457, 2.412, 0.421], [0.549, -0.316, 0.539], [0.203, 1.741, 0.196], [-0.504, -1.792, 0.035], [-0.213, -1.193, -0.438]],
  "orbital_gap_ev": 9.72,
  "lumo_ev": -2.997,
  "de_lowest_kj_mol": 352.2,
  "total_charge": 1
}


(5)
{
  "formula": "C50H49N8O16PS",
  "method": "ωB97M-V with the def2-TZVPD basis set",
  "symbols": ["N", "O", "O", "C", "C", "H", "O", "H", "H", "C", "C", "H", "C", "H", "C", "H", "C", "C", "C", "C", "O", "H", "C", "H", "N", "C", "C", "C", "C", "H", "H", "C", "C", "C", "H", "O", "C", "H", "C", "C", "N", "H", "N", "O", "H", "H", "C", "H", "C", "C", "H", "H", "C", "C", "H", "H", "C", "O", "C", "O", "O", "C", "C", "H", "O", "O", "H", "H", "H", "H", "C", "C", "H", "O", "C", "H", "H", "C", "H", "H", "H", "C", "H", "H", "H", "H", "C", "N", "H", "C", "N", "H", "C", "H", "C", "C", "N", "C", "H", "C", "H", "C", "H", "H", "C", "P", "O", "C", "H", "C", "H", "C", "O", "H", "H", "O", "H", "C", "O", "C", "H", "H", "S", "C", "N"],
  "xyz": [[-1.412, -2.378, 5.176], [-4.726, -2.259, -0.243], [-8.516, -2.205, 6.772], [9.906, 4.284, -9.776], [-1.452, 0.380, 0.169], [0.333, 1.092, -1.453], [-4.807, -2.760, 1.845], [-2.254, 0.246, 0.895], [-9.812, 0.309, 4.146], [-8.009, 1.463, 3.903], [3.846, 0.275, -5.884], [-2.712, 1.452, -1.206], [-8.849, -2.172, 1.979], [7.446, 2.773, -12.352], [-2.247, 0.620, 6.325], [10.195, 3.446, -2.508], [4.910, 0.532, -7.999], [4.090, 1.618, -5.614], [5.162, 1.868, -7.753], [-2.142, -5.835, 9.696], [-10.169, -1.600, 5.534], [-9.414, -2.302, 2.893], [7.639, 3.777, -10.475], [-5.102, 0.873, 5.531], [-9.028, -1.487, 5.939], [-6.890, -0.276, 5.777], [9.163, 3.724, -2.673], [-0.853, 2.590, 6.285], [-2.105, -3.303, 3.006], [-2.979, -7.775, 10.083], [4.938, 3.454, -6.343], [-2.016, 0.607, -1.237], [-2.504, -7.132, 9.354], [6.551, 4.428, -3.108], [9.597, 5.821, -2.844], [4.321, 3.909, -3.374], [-0.443, -3.832, 1.353], [-2.558, -4.085, 1.070], [7.510, 5.422, -3.084], [-2.131, 1.977, 4.379], [-1.366, -7.269, 5.805], [7.226, 6.452, -3.241], [-5.326, -2.418, 0.800], [6.818, 4.921, -8.163], [-1.255, -3.995, 9.023], [-0.782, -0.288, -3.124], [-1.243, 2.851, 4.979], [-0.869, 3.705, 4.436], [-6.131, 0.747, 5.230], [-1.075, -2.897, 3.840], [-0.192, -4.197, 0.365], [-0.850, 1.238, 0.493], [-1.534, -5.007, 8.761], [0.569, -3.426, 2.213], [6.073, 2.348, -2.944], [3.335, -0.336, -5.152], [-2.259, -7.612, 8.077], [-0.806, -6.516, 5.033], [-1.280, -5.476, 7.483], [-2.590, -2.340, 5.493], [-0.504, -2.017, 5.904], [8.134, 3.199, -11.634], [10.386, 3.705, -10.940], [11.451, 3.674, -11.122], [4.900, 5.973, -3.570], [-1.711, -8.402, 5.538], [-2.539, -0.307, -1.543], [4.077, -1.319, -7.321], [-6.951, -2.637, 2.892], [-0.157, 3.256, 6.778], [-2.639, 0.867, 5.022], [0.259, -2.950, 3.475], [-0.809, -0.509, 0.192], [-3.394, 1.463, 2.530], [-6.784, -2.197, 0.803], [1.603, -3.478, 1.899], [3.774, 2.047, -4.674], [-1.646, -6.770, 7.167], [-3.320, 0.203, 4.509], [6.579, 3.809, -10.275], [-1.275, 2.022, -3.074], [-8.776, -1.654, -0.374], [8.441, 1.705, -2.552], [1.027, -2.626, 4.162], [-2.533, -8.615, 7.787], [0.857, 1.257, -5.022], [9.502, 3.166, -11.867], [5.364, -0.047, -9.277], [-6.821, -1.718, -1.282], [8.829, 5.059, -2.863], [8.021, 4.926, -8.333], [-1.042, 1.276, 7.971], [4.256, -0.279, -7.088], [9.882, 2.715, -12.774], [-1.772, -3.772, 1.745], [-9.496, -1.821, 0.801], [-2.575, 2.232, 2.998], [-1.353, 1.477, 6.954], [-10.570, -1.679, 0.799], [-7.403, -1.841, -0.381], [-6.086, 2.408, 3.877], [-6.688, 1.614, 4.298], [-8.442, 2.139, 3.177], [-2.627, -0.248, 6.844], [-8.204, -0.403, 5.366], [-0.624, 0.939, -2.474], [5.121, -1.218, -9.489], [-7.476, -2.362, 1.988], [-9.282, -1.379, -1.289], [-8.782, 0.446, 4.438], [-2.335, -5.469, 10.696], [6.855, 3.092, -2.917], [-2.109, 3.187, 2.411], [5.673, 2.476, -8.484], [-0.805, -4.850, 6.742], [8.825, 5.394, -7.553], [-6.476, -0.964, 6.499], [8.179, 2.744, -2.699], [5.960, 0.681, -10.050], [4.746, 2.408, -6.549], [-3.129, -3.248, 3.338], [10.573, 4.708, -9.040], [1.238, 1.374, -3.743], [8.539, 4.310, -9.571], [5.146, 4.803, -3.366]],
  "forces_ev_per_angstrom": [[-0.115, -0.081, 0.113], [0.002, 0.007, 0.007], [-0.015, -0.008, 0.018], [0.070, -0.007, -0.028], [0.044, -0.028, -0.102], [0.057, 0.061, 0.017], [-0.114, 0.040, -0.087], [0.102, -0.079, -0.055], [0.002, -0.025, 0.038], [0.002, 0.009, -0.023], [0.101, 0.035, -0.092], [-0.018, -0.143, -0.154], [-0.011, 0.005, 0.000], [0.006, -0.017, 0.020], [0.108, 0.130, 0.170], [-0.008, 0.003, 0.003], [0.021, -0.027, -0.042], [0.089, -0.109, -0.048], [0.052, 0.140, -0.021], [0.002, -0.007, -0.031], [0.035, -0.035, -0.001], [-0.018, 0.004, 0.004], [-0.031, -0.039, -0.033], [-0.038, 0.001, 0.067], [0.025, 0.036, -0.080], [0.057, -0.007, -0.021], [-0.027, 0.007, -0.005], [-0.047, -0.075, -0.035], [0.192, 0.021, 0.109], [0.002, 0.009, -0.005], [-0.005, -0.006, -0.006], [0.307, -0.147, 0.347], [0.009, 0.026, -0.002], [-0.043, 0.012, -0.017], [-0.005, -0.009, -0.006], [-0.023, 0.094, 0.056], [0.004, -0.013, -0.042], [0.008, 0.040, 0.025], [0.060, 0.043, 0.001], [0.029, 0.123, -0.118], [-0.030, 0.033, 0.025], [-0.033, -0.025, -0.019], [-0.031, -0.021, 0.035], [-0.031, -0.001, 0.031], [-0.004, -0.008, -0.006], [0.108, -0.064, -0.092], [0.044, -0.001, 0.075], [-0.027, -0.005, -0.031], [-0.081, 0.049, -0.035], [-0.077, 0.041, 0.020], [0.000, -0.011, 0.007], [-0.060, -0.091, -0.012], [-0.027, -0.054, 0.031], [0.042, 0.015, 0.001], [-0.017, 0.034, -0.019], [-0.025, 0.026, -0.010], [-0.033, -0.037, 0.056], [-0.018, -0.007, 0.001], [0.038, 0.178, 0.003], [0.157, -0.040, -0.051], [-0.104, -0.096, -0.099], [0.027, 0.007, -0.011], [-0.020, -0.007, -0.010], [-0.010, -0.001, -0.001], [-0.008, 0.004, 0.050], [0.007, -0.002, 0.000], [-0.168, 0.283, -0.086], [0.026, 0.014, -0.029], [0.025, 0.004, -0.033], [-0.006, -0.011, -0.005], [-0.011, -0.255, 0.101], [0.040, 0.011, -0.027], [-0.055, 0.092, 0.058], [-0.077, 0.159, -0.025], [0.055, 0.027, -0.006], [-0.005, -0.004, 0.000], [-0.041, -0.009, -0.026], [0.033, -0.018, -0.067], [0.074, 0.020, -0.049], [0.016, 0.025, 0.016], [0.056, 0.055, -0.103], [-0.002, 0.005, 0.002], [-0.001, 0.010, -0.001], [-0.050, 0.004, 0.005], [0.023, 0.016, -0.031], [-0.202, -0.032, -0.027], [-0.012, 0.014, 0.023], [-0.030, 0.012, 0.015], [0.027, -0.017, 0.031], [0.002, -0.025, 0.006], [0.007, -0.100, -0.008], [0.002, 0.007, -0.013], [-0.041, -0.049, 0.078], [-0.002, -0.004, 0.011], [-0.045, -0.004, 0.034], [0.012, -0.001, 0.023], [-0.018, 0.002, -0.012], [-0.011, 0.092, -0.048], [0.013, 0.000, 0.006], [-0.041, 0.024, -0.061], [0.009, -0.021, -0.010], [0.044, -0.014, 0.015], [0.006, -0.009, 0.005], [0.013, -0.047, -0.022], [-0.066, 0.003, 0.002], [-0.596, -0.091, 0.268], [0.008, 0.010, 0.004], [-0.058, -0.007, 0.069], [0.004, 0.000, 0.010], [-0.030, 0.002, -0.019], [-0.006, -0.003, -0.009], [0.030, -0.065, 0.005], [-0.010, -0.069, 0.033], [0.009, -0.046, -0.012], [0.010, -0.043, -0.013], [-0.006, 0.016, -0.012], [-0.041, -0.001, 0.002], [0.013, 0.022, -0.002], [-0.015, -0.004, 0.004], [-0.007, 0.059, 0.086], [0.068, 0.017, -0.010], [-0.040, 0.011, 0.012], [0.353, 0.054, -0.001], [-0.015, 0.031, 0.034], [0.071, -0.052, -0.071]],
  "orbital_gap_ev": 7.63,
  "lumo_ev": -0.735,
  "smiles": "O=[N+]([O-])c1ccccc1.O=[N+]([O-])c1ccccc1.O=[N+]([O-])c1ccccc1.O=[N+]([O-])c1ccccc1.O=[N+]([O-])c1ccccc1.O=[N+]([O-])c1ccccc1.O=[N+]([O-])c1ccccc1.O=[N+]([O-])c1ccccc1.CC[PH3]S"
}


(6)
{
  "formula": "C2H10NOS2",
  "method": "ωB97M-V with the def2-TZVPD basis set",
  "symbols": ["H", "H", "C", "H", "N", "H", "H", "H", "H", "S", "O", "C", "S", "H", "H", "H"],
  "xyz": [[0.430, -1.394, 0.404], [-3.057, -1.248, -1.117], [0.927, -0.433, 0.399], [1.358, -0.309, 1.399], [-1.141, 1.051, 0.866], [-0.995, 1.545, 1.748], [4.622, -1.488, -0.538], [-2.413, -0.147, -2.024], [-1.729, 0.244, 1.099], [2.357, -0.421, -0.788], [-2.666, -0.357, -1.121], [0.095, 0.731, 0.010], [3.661, -1.652, 0.371], [0.666, 1.666, -0.011], [-0.375, 0.594, -0.964], [-1.741, 1.620, 0.267]],
  "forces_ev_per_angstrom": [[-0.338, -0.133, -0.336], [0.160, 0.477, -0.273], [1.388, -0.321, 0.620], [-0.049, 0.173, -0.080], [-0.335, -0.302, 0.121], [0.458, 0.088, -0.142], [0.254, -0.029, -0.085], [-0.236, -0.290, -0.190], [0.299, -0.222, -0.359], [-0.301, -0.443, 0.690], [0.066, -0.172, 0.483], [-0.967, 1.059, -0.387], [-0.642, 0.391, -0.265], [-0.029, -0.277, 0.055], [0.373, -0.117, -0.052], [-0.101, 0.116, 0.203]],
  "orbital_gap_ev": 8.04,
  "lumo_ev": -3.586,
  "de_lowest_kj_mol": 82.0,
  "total_charge": 1
}


no.,E_tot (Eh)
1,-645.4450
2,-2962.4584
3,-1953.1616
4,-419.8913
5,-4315.3521
6,-1008.3074